No. 1
{
  "formula": "C21H34FN3O8PS",
  "method": "wB97M-V/def2-TZVPD",
  "elements": ["C", "O", "C", "C", "C", "C", "C", "C", "C", "C", "C", "C", "C", "C", "C", "F", "N", "N", "C", "O", "N", "O", "C", "C", "C", "C", "O", "O", "C", "P", "S", "H", "H", "H", "H", "H", "H", "H", "H", "H", "H", "H", "H", "H", "H", "H", "H", "H", "H", "H", "H", "H", "H", "H", "H", "H", "H", "H", "H", "H", "H", "H", "H", "H", "H", "C", "O", "O", "O"],
  "positions_angstrom": [[0.627596, -3.163739, 3.294722], [1.789135, -2.763913, 2.561895], [1.513214, -1.731987, 1.650139], [2.828602, -1.160800, 1.100679], [2.657569, -0.932666, -0.409679], [3.539824, 0.194447, -0.985662], [2.711196, 1.386638, -1.482294], [2.991539, 2.719657, -0.736312], [1.849488, 3.035007, 0.276018], [0.774661, 3.950621, -0.278201], [-0.059512, 3.289144, -1.369754], [-1.424801, 3.939199, -1.577864], [-2.544368, 3.410814, -0.659477], [-2.846886, 1.975738, -0.854074], [-3.722491, 1.524668, -1.785703], [-4.308646, 2.481425, -2.536336], [-4.100196, 0.339491, -2.089808], [-3.479261, -0.659697, -1.355718], [-3.852355, -1.976443, -1.697983], [-4.717695, -2.636732, -0.737467], [-5.307832, -1.750182, 0.198104], [-5.486632, -2.293207, 1.213547], [-2.555967, -0.349641, -0.414475], [-1.887236, -1.496273, 0.308258], [-0.716098, -2.173386, -0.499037], [-0.357337, -1.433297, -1.735543], [-0.959919, -1.523364, -2.797282], [0.722270, -0.638382, -1.613024], [-2.216622, 0.892521, -0.096345], [-1.036004, 1.254660, 1.188249], [-1.658331, 0.870571, 3.007695], [0.341081, -4.154510, 2.959259], [0.899191, -3.188043, 4.337652], [-0.228295, -2.512251, 3.123043], [0.974096, -2.178669, 0.801974], [0.909317, -0.930312, 2.081735], [3.655746, -1.819507, 1.325735], [2.963564, -0.174807, 1.537222], [2.839936, -1.861267, -0.939322], [1.623925, -0.631364, -0.542128], [4.248335, 0.515235, -0.228001], [4.115153, -0.184297, -1.824764], [1.659916, 1.153017, -1.361244], [2.869049, 1.587711, -2.539346], [3.022001, 3.549082, -1.435560], [3.902994, 2.634866, -0.158152], [1.443666, 2.083726, 0.611847], [2.323185, 3.474942, 1.150603], [0.161572, 4.303839, 0.551547], [1.286144, 4.813280, -0.696462], [-0.125937, 2.213119, -1.237795], [0.497183, 3.421252, -2.296905], [-1.732508, 3.688221, -2.587770], [-1.303551, 5.016799, -1.485531], [-2.370962, 3.641632, 0.390370], [-3.432006, 3.966834, -0.947282], [-4.392675, -1.907024, -2.631218], [-2.998011, -2.615269, -1.867291], [-2.622741, -2.235276, 0.593723], [-1.450214, -1.151659, 1.234659], [0.122845, -2.300029, 0.174780], [-1.049602, -3.166534, -0.767906], [0.838373, -0.194515, -2.463557], [0.165851, 0.592567, 0.870459], [-0.801612, 2.627532, 1.101306], [3.265407, -5.660600, 3.528772], [4.474656, -5.615465, 3.791191], [2.346838, -5.310453, 4.332863], [2.791183, -6.072693, 2.424222]],
  "atomic_forces_ev_per_a": [[0.34, -0.27, -0.53], [-0.53, 0.66, 0.49], [1.50, -0.81, -0.11], [-0.57, 0.23, -0.53], [1.69, 0.46, 2.15], [-0.35, -0.45, -0.25], [0.47, 0.98, 0.19], [-1.46, -0.58, 0.42], [1.14, -0.04, -0.08], [0.19, -0.51, 0.31], [0.21, 0.75, -0.30], [0.25, -0.80, 0.18], [-0.21, 0.65, -0.38], [1.32, -0.26, 1.49], [-0.60, 0.85, -0.73], [-0.26, -0.05, -0.24], [-0.67, -0.93, -0.58], [0.06, 0.53, -0.03], [-0.78, 0.24, -0.55], [0.45, -0.38, 0.52], [0.25, 0.23, 0.02], [-0.29, -0.12, -0.29], [0.77, -2.55, 1.11], [0.53, -0.08, -0.72], [-1.57, -0.33, -0.02], [-0.97, -0.34, -1.73], [0.73, 0.10, 1.16], [-4.38, 0.00, -3.43], [0.03, 2.43, -0.84], [-0.81, -0.22, 1.41], [0.18, -0.07, -0.06], [-0.01, -0.32, 0.15], [-0.13, -0.10, 0.32], [0.02, 0.41, 0.06], [1.80, 0.48, 1.69], [-0.23, -0.01, 0.21], [0.20, -0.08, 0.35], [0.44, 0.07, 0.38], [-0.24, -0.30, -0.15], [2.49, -0.41, 1.73], [0.20, 0.12, 0.07], [0.29, -0.10, -0.05], [0.13, 0.39, 0.02], [0.08, -0.27, -0.30], [0.43, 0.18, -0.11], [0.42, 0.14, -0.25], [-0.06, 0.02, 0.07], [-0.16, 0.27, 0.21], [-0.21, 0.13, -0.03], [-0.11, 0.37, -0.02], [-0.26, -0.20, 0.15], [0.12, -0.18, -0.21], [-0.21, 0.26, -0.27], [-0.17, 0.21, -0.05], [0.09, 0.08, 0.10], [-0.20, 0.18, 0.15], [-0.10, 0.12, -0.22], [0.20, -0.29, 0.38], [-0.10, -0.34, 0.01], [-0.15, 0.23, 0.30], [-1.43, -0.08, -1.33], [0.01, -0.23, -0.42], [-0.04, 0.13, -0.36], [-0.10, 0.19, -0.24], [0.30, -0.32, -0.44], [-0.71, -0.03, -0.18], [0.16, 0.02, 0.02], [0.29, -0.02, 0.26], [0.28, -0.05, -0.10]],
  "mulliken_charge": [-0.82, -0.45, 0.45, -1.34, 1.83, -1.37, 1.73, -1.25, 0.41, -1.30, 1.16, -1.15, -1.77, -0.19, 0.57, -0.32, -1.47, 1.16, -0.58, -0.24, 0.29, -0.37, -0.21, -1.03, -0.06, 0.15, -0.67, -0.21, 1.16, 0.91, -0.44, 0.25, 0.31, 0.37, 0.26, 0.34, 0.44, 0.15, 0.48, -1.39, 0.49, 0.32, -1.52, 0.47, 0.43, 0.35, -0.67, 0.48, 0.47, 0.49, -1.12, 0.53, 0.50, 0.36, 0.62, 0.50, 0.44, 0.25, 0.60, -0.10, -0.76, 0.85, 0.33, -0.30, -0.09, 0.84, -0.56, -0.50, -0.48],
  "energy_ev": -66010.1303,
  "multiplicity": 1,
  "mol_weight_g_mol": 538.56,
  "largest_force_ev_per_a": 5.56,
  "gap_ev": 1.436,
  "charge": -1
}

=====

No. 2
{
  "formula": "C21H34N2O5Ru",
  "method": "wB97M-V/def2-TZVPD",
  "elements": ["Ru", "C", "C", "O", "C", "C", "O", "C", "C", "O", "C", "C", "O", "H", "H", "H", "H", "H", "H", "H", "H", "H", "H", "H", "H", "H", "H", "H", "H", "O", "C", "N", "C", "C", "C", "C", "C", "C", "C", "C", "N", "C", "C", "C", "C", "H", "H", "H", "H", "H", "H", "H", "H", "H", "H", "H", "H", "H", "H", "H", "H", "H", "H"],
  "positions_angstrom": [[-0.351716, 0.032183, -1.233969], [2.699926, -1.141333, -0.717809], [2.763380, 0.168695, -1.489638], [1.614086, 0.150471, -2.339585], [1.463911, 1.156265, -3.354397], [0.409749, 0.570601, -4.288834], [-0.574375, -0.137142, -3.494731], [-0.917935, -1.434335, -4.023441], [-1.398274, -2.317666, -2.886436], [-0.455249, -2.101156, -1.822888], [-0.336692, -3.053320, -0.760998], [1.020643, -2.761843, -0.103888], [1.346899, -1.371925, -0.272255], [3.374232, -1.118461, 0.141751], [2.989594, -1.961810, -1.378231], [3.671726, 0.196520, -2.096535], [2.745562, 1.049578, -0.846036], [2.407752, 1.305791, -3.883450], [1.148005, 2.093355, -2.890014], [0.878384, -0.148605, -4.961062], [-0.083280, 1.342428, -4.880096], [-0.026630, -1.871288, -4.477214], [-1.694186, -1.328398, -4.785036], [-1.375530, -3.366322, -3.190959], [-2.408017, -2.065860, -2.554030], [-0.350374, -4.065877, -1.171044], [-1.177613, -2.940186, -0.073203], [1.797953, -3.362260, -0.577224], [0.997895, -3.005292, 0.960005], [-2.436245, 3.612965, -1.027761], [-1.713939, 2.721321, -1.195845], [-0.935061, 1.827512, -1.414315], [3.111387, 2.872568, 1.522519], [1.971771, 2.036143, 2.023478], [1.825574, 1.781923, 3.395325], [0.744106, 1.050864, 3.903803], [0.603829, 0.825595, 5.378996], [-0.196136, 0.553050, 3.026814], [-0.077273, 0.748508, 1.618209], [1.033623, 1.521084, 1.160917], [-0.938367, 0.241055, 0.720139], [-2.342199, -0.145336, 1.081824], [-2.384854, -1.354365, 2.034565], [-3.065767, 1.070384, 1.668582], [-3.056011, -0.547752, -0.209948], [3.477530, 3.545843, 2.294389], [2.808306, 3.475137, 0.667228], [3.950852, 2.243481, 1.218466], [2.555224, 2.185834, 4.085406], [1.485378, 1.164763, 5.917855], [0.457048, -0.231664, 5.596230], [-0.258129, 1.369311, 5.767044], [-1.017273, -0.017874, 3.424025], [1.067905, 1.807573, 0.116964], [-2.370812, -1.079533, 3.085411], [-1.555727, -2.037315, 1.854462], [-3.314766, -1.897950, 1.871159], [-2.547952, 1.499219, 2.521209], [-4.056644, 0.761550, 1.998672], [-3.193317, 1.850786, 0.919672], [-2.705213, -1.514009, -0.577609], [-2.987663, 0.213694, -0.995316], [-4.119011, -0.667169, -0.001321]],
  "atomic_forces_ev_per_a": [[-0.20, -0.30, -0.27], [0.03, 0.06, -0.05], [0.04, -0.10, 0.05], [0.05, 0.05, 0.05], [-0.05, 0.01, -0.01], [0.06, 0.07, -0.03], [0.04, 0.05, 0.09], [-0.04, -0.12, 0.00], [0.00, 0.04, -0.10], [-0.06, 0.10, 0.20], [0.06, -0.06, 0.02], [-0.03, -0.04, -0.01], [0.07, 0.02, 0.03], [-0.02, 0.02, -0.05], [0.00, 0.05, 0.01], [-0.01, -0.03, 0.04], [0.01, -0.05, 0.00], [-0.07, -0.03, 0.00], [0.02, -0.05, -0.08], [-0.01, 0.04, 0.00], [0.01, -0.01, 0.07], [-0.01, -0.01, 0.05], [0.04, -0.01, 0.05], [-0.01, 0.06, -0.02], [0.06, 0.00, -0.03], [0.01, 0.05, 0.05], [0.08, -0.01, -0.02], [-0.05, 0.00, 0.00], [-0.02, 0.00, -0.04], [-0.01, 0.01, -0.02], [-0.23, 0.24, 0.24], [0.30, 0.03, -0.35], [0.04, 0.04, -0.05], [-0.12, -0.06, -0.09], [-0.02, -0.04, -0.04], [-0.10, -0.03, -0.13], [-0.01, -0.02, 0.07], [0.04, 0.05, 0.07], [0.18, -0.01, 0.11], [0.06, 0.12, -0.01], [-0.04, -0.01, 0.10], [0.09, -0.01, -0.05], [-0.14, -0.05, 0.01], [-0.04, -0.03, -0.04], [-0.09, -0.01, 0.00], [0.00, 0.01, 0.01], [0.02, 0.01, -0.03], [0.02, 0.00, 0.01], [0.03, 0.02, 0.02], [0.00, 0.00, 0.01], [-0.02, -0.01, 0.03], [-0.01, 0.00, 0.02], [0.13, 0.09, 0.02], [-0.02, -0.01, 0.04], [-0.11, -0.04, -0.06], [0.04, -0.03, 0.01], [-0.02, -0.03, -0.01], [0.06, -0.02, 0.07], [-0.05, -0.01, 0.00], [0.00, 0.04, -0.02], [0.02, 0.03, 0.00], [0.03, -0.04, 0.07], [-0.01, -0.03, 0.00]],
  "mulliken_spin": [2.62, -0.01, 0.01, 0.09, -0.01, 0.01, 0.01, 0.00, 0.00, 0.04, 0.02, 0.00, 0.03, 0.00, 0.00, 0.00, 0.00, 0.00, 0.00, 0.00, 0.00, 0.00, 0.00, 0.00, 0.00, 0.00, 0.00, 0.00, 0.00, 0.09, 0.07, 0.07, 0.00, 0.00, 0.29, -0.02, 0.00, 0.11, 0.12, 0.11, 0.35, -0.14, 0.04, 0.04, 0.10, 0.00, 0.00, 0.00, 0.00, 0.00, 0.00, 0.00, 0.01, 0.00, 0.00, -0.01, 0.00, -0.01, 0.00, 0.00, -0.02, -0.02, 0.01],
  "energy_ev": -38110.5227,
  "multiplicity": 5,
  "mol_weight_g_mol": 495.58,
  "s_squared": 6.0504,
  "largest_force_ev_per_a": 0.47,
  "gap_ev": [1.029, 1.758],
  "charge": 2
}

=====

Among the records above, which one has the highest charge? C21H34N2O5Ru